[1]
Density functional theory data (ωB97M-V/def2-TZVPD) for an isolated ion of composition C2H7N4O and charge +1.

charge	+1
energy relative to the best compared isomer or geometry (same formula, charge and spin)	121.8	kcal per mole
total energy	-374.25561	Ha
gap between HOMO and LUMO	11.34	eV
lowest unoccupied orbital energy	-0.1345	Eh
SMILES string	[H]/N=C1/CO[N@@H+](N)N1

Last column: natural (NBO) charge in e.
Cartesian coordinates (Å):
C: -1.327 -0.080 -0.001  0.40
C: -0.709 1.274 0.243  -0.16
N: -2.518 -0.360 0.127  -0.58
N: -0.220 -0.863 -0.418  -0.48
N: 2.140 -0.658 0.415  -0.62
N: 0.904 -0.125 -0.556  0.20
O: 0.599 1.188 -0.330  -0.29
H: -1.248 2.076 -0.267  0.26
H: -0.662 1.500 1.313  0.24
H: -2.855 -1.297 -0.043  0.38
H: -0.228 -1.837 -0.682  0.45
H: 2.907 -0.005 0.283  0.38
H: 1.824 -0.605 1.383  0.38
H: 1.392 -0.208 -1.465  0.44

***

[2]
Density functional theory data (ωB97M-V/def2-TZVPD) for a 2-piece molecular cluster, CH3BrClN overall.

charge	0
energy relative to the best compared isomer or geometry (same formula, charge and spin)	110.4	kcal per mole
total energy	-3128.68728	Ha
gap between HOMO and LUMO (spin up / spin down)	6.26 / 6.27	eV
lowest unoccupied orbital energy (spin up / spin down)	-0.1258 / -0.1258	Eh

Last column: natural (NBO) charge in e.
Cartesian coordinates (Å):
C: 0.821 0.278 0.015  -0.50
N: -0.508 0.083 -0.579  -0.24
Cl: -1.434 -2.440 0.044  -0.36
Br: -1.874 1.030 0.226  0.35
H: 1.030 1.311 -0.245  0.25
H: 0.663 0.271 1.118  0.24
H: 1.301 -0.533 -0.580  0.26

***

[3]
Density functional theory data (ωB97M-V/def2-TZVPD) for a 8-piece molecular cluster, C13H41NO8 overall.

charge	0
energy relative to the best compared isomer or geometry (same formula, charge and spin)	14.3	kcal per mole
total energy	-1176.45186	Ha
gap between HOMO and LUMO	8.43	eV
lowest unoccupied orbital energy	0.0013	Eh
SMILES string	CC1(C)CCCC(C)(C)N1O.CO.CO.CO.CO.O.O.O

Last column: natural (NBO) charge in e.
Cartesian coordinates (Å):
C: 18.497 3.509 -8.359  -0.25
O: 17.450 3.021 -9.179  -0.76
H: 19.211 2.722 -8.115  0.18
H: 19.105 4.328 -8.743  0.17
H: 18.051 3.942 -7.463  0.15
H: 17.151 2.174 -8.838  0.49
C: 18.575 1.824 -5.247  -0.25
O: 19.126 0.973 -6.235  -0.74
H: 17.727 1.446 -4.676  0.16
H: 19.330 1.947 -4.470  0.18
H: 18.304 2.793 -5.666  0.16
H: 18.370 0.629 -6.716  0.49
C: 19.699 -2.043 -7.332  -0.24
O: 19.887 -3.301 -7.874  -0.72
H: 19.580 -1.231 -8.049  0.16
H: 18.757 -2.122 -6.790  0.15
H: 20.439 -1.711 -6.604  0.19
H: 19.027 -3.685 -8.062  0.46
C: 14.652 1.662 -11.864  -0.26
O: 13.969 0.965 -10.777  -0.74
H: 14.004 1.796 -12.731  0.18
H: 15.016 2.630 -11.520  0.18
H: 15.511 1.153 -12.300  0.16
H: 14.517 0.267 -10.411  0.48
C: 16.839 -3.831 -3.339  -0.62
C: 16.500 -2.317 -3.224  0.14
C: 16.011 -1.810 -4.622  -0.42
C: 15.270 -0.547 -4.614  -0.41
C: 14.010 -0.705 -3.780  -0.40
C: 14.386 -1.016 -2.272  0.13
N: 15.349 -2.184 -2.263  -0.21
O: 15.855 -2.387 -0.957  -0.60
C: 14.835 0.278 -1.559  -0.64
C: 13.138 -1.520 -1.579  -0.62
C: 17.781 -1.511 -2.759  -0.64
H: 17.193 -4.040 -4.349  0.21
H: 16.013 -4.511 -3.127  0.22
H: 17.568 -4.118 -2.582  0.21
H: 16.906 -1.674 -5.229  0.21
H: 15.443 -2.553 -5.182  0.20
H: 14.820 -0.273 -5.569  0.22
H: 15.878 0.308 -4.321  0.20
H: 13.377 -1.488 -4.196  0.21
H: 13.514 0.265 -3.821  0.20
H: 15.027 0.145 -0.494  0.23
H: 15.750 0.605 -2.052  0.20
H: 14.060 1.000 -1.813  0.21
H: 12.302 -0.821 -1.560  0.21
H: 12.798 -2.476 -1.976  0.21
H: 13.363 -1.804 -0.551  0.21
H: 17.482 -0.481 -2.563  0.21
H: 18.598 -1.622 -3.472  0.22
H: 18.145 -1.867 -1.796  0.23
H: 15.405 -3.195 -0.702  0.47
O: 16.900 0.399 -8.087  -1.01
H: 17.178 0.120 -8.959  0.50
H: 15.988 0.115 -8.023  0.50
O: 14.009 -0.089 -8.114  -0.96
H: 13.535 0.718 -7.916  0.49
H: 13.323 -0.740 -8.261  0.48
O: 17.703 -0.447 -10.439  -0.95
H: 17.917 0.168 -11.141  0.49
H: 18.186 -1.242 -10.661  0.49